No. 1
Here is a molecular structure, C25H18AsClN4PdS in a non-equilibrium geometry from the Open Molecules 2025 dataset. Energies are from the ωB97M-V functional and the def2-TZVPD basis.

The geometry in ORCA input format:
```
! wB97M-V def2-TZVPD RIJCOSX def2/J DEFGRID3
* xyz 2 5
Pd 0.236 -0.991 -1.653
S -1.804 -0.114 -2.624
C -2.844 0.354 -1.378
C -4.189 0.634 -1.725
C -5.102 0.964 -0.741
C -4.688 1.046 0.581
C -3.346 0.813 0.937
C -2.433 0.476 -0.028
As -0.559 0.274 0.357
C 0.273 1.802 -0.434
C -0.463 2.920 -0.827
C 0.185 3.964 -1.467
C 1.550 3.889 -1.728
C 2.282 2.781 -1.332
C 1.646 1.731 -0.680
C -0.363 0.370 2.233
C 0.255 1.491 2.781
C 0.365 1.581 4.162
C -0.124 0.561 4.968
C -0.725 -0.561 4.407
C -0.841 -0.669 3.031
H -4.491 0.566 -2.762
H -6.133 1.158 -1.003
H -5.401 1.308 1.353
H -3.041 0.919 1.971
H -1.525 2.986 -0.632
H -0.373 4.842 -1.762
H 2.044 4.708 -2.234
H 3.348 2.738 -1.516
H 2.230 0.891 -0.324
H 0.634 2.286 2.153
H 0.832 2.449 4.605
H -0.032 0.639 6.043
H -1.098 -1.353 5.043
H -1.305 -1.545 2.596
N -0.534 -3.001 -1.528
C -0.940 -4.078 -1.464
N -1.269 -5.335 -1.465
C -2.234 -6.012 -1.044
N -3.096 -6.758 -0.690
Cl 5.674 -0.569 -3.409
C 4.583 -1.303 -2.307
C 5.028 -2.182 -1.335
C 4.092 -2.738 -0.476
C 2.763 -2.397 -0.618
N 2.339 -1.540 -1.561
C 3.238 -1.004 -2.395
H 6.080 -2.422 -1.258
H 4.394 -3.431 0.296
H 2.009 -2.817 0.034
H 2.875 -0.319 -3.151
*
```

Values from the calculation:
Electronic energy ... -119834.5752 eV
Relative energy (zero: lowest compared OMol25 entry of this formula, charge and spin) ... 0.0 kcal/mol
Gap between HOMO and LUMO (spin up / spin down) ... 8.91 / 5.58 eV

=====

No. 2
Here is a molecular structure, C5H14IN2O in a non-equilibrium geometry from the Open Molecules 2025 dataset. Energies are from the ωB97M-V functional and the def2-TZVPD basis.

The geometry in ORCA input format:
```
! wB97M-V def2-TZVPD RIJCOSX def2/J DEFGRID3
* xyz 1 1
C -0.549 2.100 1.426
C -0.236 2.699 -0.959
C 0.297 -3.074 -0.737
C -0.591 0.309 -0.309
C 0.756 -0.840 0.522
N -0.333 1.568 0.004
N 1.273 -1.918 -0.459
O 0.323 -1.308 1.686
I -2.583 -0.540 0.238
H -1.598 1.923 1.680
H 0.065 1.407 2.052
H -0.554 3.185 1.447
H -1.169 3.087 -1.275
H 0.274 3.520 -0.488
H 0.221 2.353 -1.839
H -0.439 -2.631 -1.342
H 0.726 -3.851 -1.297
H -0.054 -3.346 0.326
H -0.442 0.208 -1.445
H 1.539 -0.051 0.531
H 2.174 -2.166 -0.061
H 1.500 -1.499 -1.405
H -0.599 -1.137 1.702
*
```

Values from the calculation:
Electronic energy ... -18531.2698 eV
Relative energy (zero: lowest compared OMol25 entry of this formula, charge and spin) ... 11.2 kcal/mol
Gap between HOMO and LUMO ... 8.77 eV

=====

No. 3
Here is a gas-phase ion, CH3ClN3S (charge +1) in a non-equilibrium geometry from the Open Molecules 2025 dataset. Energies are from the ωB97M-V functional and the def2-TZVPD basis.

The geometry in ORCA input format:
```
! wB97M-V def2-TZVPD RIJCOSX def2/J DEFGRID3
* xyz 1 1
H 1.857 2.800 -1.508
N 0.943 2.415 -1.035
N 0.773 1.254 -0.778
Cl 2.247 -0.040 -1.020
N -0.483 0.744 -0.594
C -0.669 -0.301 0.156
S -2.196 -0.932 0.322
H 0.381 -0.624 0.589
H -1.811 -2.035 1.139
*
```

Values from the calculation:
Electronic energy ... -28901.4796 eV
Relative energy (zero: lowest compared OMol25 entry of this formula, charge and spin) ... 34.6 kcal/mol
Gap between HOMO and LUMO ... 8.36 eV

=====

No. 4
Here is a molecular structure, C22H30N4OS5Sn in a non-equilibrium geometry from the Open Molecules 2025 dataset. Energies are from the ωB97M-V functional and the def2-TZVPD basis.

The geometry in ORCA input format:
```
! wB97M-V def2-TZVPD RIJCOSX def2/J DEFGRID3
* xyz 2 1
Sn 0.228 -1.351 -0.125
C 1.247 -4.751 -0.013
C 2.427 -4.176 0.754
S 2.139 -2.509 1.433
C 3.626 -1.654 0.888
C 3.913 -1.553 -0.608
S 2.535 -0.838 -1.543
C 2.247 -2.034 -2.871
C 2.052 -3.486 -2.459
S 0.622 -3.756 -1.377
H 1.487 -5.738 -0.409
H 0.385 -4.859 0.648
H 2.614 -4.819 1.615
H 3.336 -4.145 0.158
H 3.462 -0.661 1.300
H 4.474 -2.116 1.395
H 4.758 -0.876 -0.727
H 4.180 -2.499 -1.073
H 1.372 -1.645 -3.391
H 3.102 -1.961 -3.545
H 1.873 -4.078 -3.356
H 2.929 -3.893 -1.960
C -1.441 2.803 1.206
C -0.889 1.411 1.230
N -0.491 0.820 0.143
N -0.499 1.578 -1.013
C -0.654 0.916 -2.091
S -0.929 -0.828 -2.188
S -0.525 1.770 -3.616
C -2.263 1.542 -4.222
C -3.211 2.390 -3.425
C -3.330 3.751 -3.679
C -4.118 4.549 -2.865
C -4.786 3.993 -1.779
C -4.688 2.633 -1.532
C -3.893 1.835 -2.347
C -0.797 0.682 2.488
C -0.724 1.396 3.698
C -0.606 0.743 4.902
C -0.604 -0.651 4.930
C -0.703 -1.368 3.755
C -0.799 -0.717 2.531
O -0.964 -1.474 1.410
H -1.779 3.079 0.213
H -0.657 3.509 1.498
H -2.258 2.894 1.918
H -2.513 0.484 -4.163
H -2.190 1.842 -5.266
H -2.798 4.191 -4.516
H -4.207 5.607 -3.071
H -5.379 4.621 -1.127
H -5.235 2.189 -0.709
H -3.821 0.768 -2.155
H -0.718 2.478 3.682
H -0.507 1.307 5.819
H -0.520 -1.172 5.874
H -0.713 -2.451 3.749
N 2.635 0.734 3.345
N 2.299 0.840 1.959
H 2.542 1.622 3.825
H 3.588 0.414 3.441
H 2.809 1.587 1.488
H 1.322 1.079 1.927
*
```

Values from the calculation:
Electronic energy ... -91301.2493 eV
Relative energy (zero: lowest compared OMol25 entry of this formula, charge and spin) ... 23.9 kcal/mol
Gap between HOMO and LUMO ... 5.77 eV

=====

No. 5
Here is 7 unconnected molecules or ions with the total composition C53H51F49N2O9 in a non-equilibrium geometry from the Open Molecules 2025 dataset. Energies are from the ωB97M-V functional and the def2-TZVPD basis.

The geometry in ORCA input format:
```
! wB97M-V def2-TZVPD RIJCOSX def2/J DEFGRID3
* xyz 0 1
C 7.611 -1.614 0.959
C 8.490 -2.532 -0.012
C 7.726 -3.029 -1.337
F 6.584 -3.886 -1.043
C 7.402 -1.876 -2.388
C 8.570 -1.460 -3.357
C 10.042 -2.096 -3.308
C 10.212 -3.429 -4.221
N 11.447 -3.369 -5.065
C 8.329 -0.371 -4.452
C 6.925 0.294 -4.577
C 6.741 1.364 -5.755
C 7.438 2.733 -5.272
N 7.259 3.046 -3.829
C 5.795 -0.105 -3.575
C 6.017 -1.200 -2.458
C 4.784 -1.497 -1.513
O 4.816 -1.787 -0.286
C 3.302 -1.347 -2.186
C 2.089 -2.234 -1.718
C 0.654 -2.068 -2.311
C 0.441 -0.963 -3.392
C -1.038 -0.719 -4.000
O -2.024 -1.632 -3.454
C -2.664 -1.074 -2.283
C 1.670 -0.109 -3.868
C 3.094 -0.270 -3.285
C 4.367 0.592 -3.716
O 4.161 1.749 -4.163
H 8.213 -1.131 1.806
H 6.760 -2.271 1.385
H 7.066 -0.782 0.369
H 8.926 -3.443 0.552
H 9.387 -1.890 -0.363
H 8.474 -3.735 -1.868
H 10.336 -2.352 -2.225
H 10.765 -1.256 -3.634
H 10.219 -4.314 -3.478
H 9.289 -3.464 -4.907
H 12.271 -3.254 -4.456
H 11.330 -2.519 -5.640
H 9.179 -0.069 -5.154
H 5.664 1.476 -6.117
H 7.352 0.977 -6.660
H 8.576 2.590 -5.434
H 7.135 3.643 -5.895
H 7.930 2.539 -3.233
H 6.307 2.847 -3.495
H 2.214 -3.046 -0.910
H -0.232 -2.712 -1.969
H -1.341 0.332 -3.617
H -1.050 -0.649 -5.138
H -3.285 -1.919 -1.802
H -1.935 -0.722 -1.473
H -3.397 -0.226 -2.504
H 1.508 0.683 -4.682
F 1.710 -3.873 1.364
C 2.851 -4.587 1.459
F 3.075 -5.115 0.231
C 2.755 -5.692 2.510
F 1.804 -6.599 2.178
F 3.939 -6.372 2.505
C 2.515 -5.222 3.960
O 1.166 -5.277 4.440
C 0.338 -4.166 4.167
F 1.076 -3.166 3.647
F -0.094 -3.721 5.371
C -0.867 -4.533 3.298
F -0.483 -5.025 2.101
F -1.633 -3.442 3.040
H 3.674 -3.900 1.677
H 3.052 -5.931 4.598
H 2.984 -4.256 4.170
H -1.488 -5.284 3.787
F -5.870 -3.288 2.999
C -4.709 -3.969 3.038
F -4.514 -4.459 1.786
C -4.737 -5.108 4.059
F -5.671 -6.033 3.734
F -3.532 -5.756 3.997
C -4.939 -4.680 5.528
O -6.268 -4.785 6.052
C -7.136 -3.692 5.837
F -6.447 -2.658 5.317
F -7.536 -3.289 7.066
C -8.362 -4.072 5.002
F -8.007 -4.524 3.779
F -9.162 -2.996 4.804
H -3.899 -3.267 3.248
H -4.361 -5.389 6.129
H -4.490 -3.707 5.745
H -8.944 -4.853 5.497
F 5.513 2.565 4.984
C 5.486 1.332 4.441
F 6.328 0.571 5.187
C 5.923 1.328 2.977
F 7.211 1.733 2.851
F 5.894 0.035 2.540
C 5.041 2.146 2.011
O 5.503 3.459 1.670
C 5.156 4.514 2.542
F 4.271 4.076 3.458
F 4.490 5.417 1.785
C 6.382 5.182 3.170
F 7.106 4.306 3.900
F 6.010 6.179 4.012
H 4.478 0.922 4.555
H 5.056 1.605 1.059
H 3.988 2.149 2.307
H 7.035 5.602 2.401
F 3.160 11.144 4.516
C 2.867 9.884 4.893
F 1.611 9.924 5.407
C 3.848 9.342 5.932
F 3.794 10.068 7.076
F 3.440 8.083 6.269
C 5.318 9.230 5.477
O 6.195 10.292 5.872
C 6.244 11.433 5.040
F 5.561 11.198 3.903
F 7.540 11.568 4.673
C 5.783 12.703 5.760
F 4.506 12.596 6.187
F 5.829 13.772 4.928
H 2.842 9.250 4.003
H 5.724 8.349 5.984
H 5.410 8.997 4.412
H 6.414 12.910 6.628
F -8.372 1.586 -3.549
C -9.477 0.823 -3.444
F -9.970 1.038 -2.197
C -9.184 -0.662 -3.649
F -8.348 -1.131 -2.691
F -10.358 -1.343 -3.487
C -8.629 -1.051 -5.036
O -7.211 -1.225 -5.137
C -6.434 -0.072 -5.386
F -7.241 0.968 -5.667
F -5.747 -0.326 -6.523
C -5.450 0.226 -4.252
F -6.092 0.442 -3.082
F -4.732 1.347 -4.513
H -10.220 1.184 -4.162
H -9.033 -2.045 -5.253
H -9.021 -0.416 -5.835
H -4.756 -0.605 -4.108
F -13.832 -0.197 -3.205
C -13.267 -1.370 -3.551
F -12.793 -1.204 -4.815
C -14.257 -2.532 -3.503
F -15.261 -2.353 -4.396
F -13.595 -3.658 -3.905
C -14.866 -2.841 -2.119
O -16.172 -2.315 -1.857
C -16.251 -0.996 -1.360
F -15.018 -0.551 -1.053
F -16.918 -1.081 -0.186
C -17.004 -0.057 -2.306
F -16.398 0.024 -3.511
F -17.046 1.202 -1.804
H -12.411 -1.551 -2.898
H -15.007 -3.926 -2.089
H -14.170 -2.633 -1.301
H -18.029 -0.403 -2.465
*
```

Values from the calculation:
Electronic energy ... -210341.6539 eV
Gap between HOMO and LUMO ... 7.59 eV

=====

> What is the electronic energy in the first record?

-119834.5752 eV

=====

> The highest electronic energy belongs to which entry?

C5H14IN2O

=====

> Among the records above, which one has the lowest electronic energy?

C53H51F49N2O9

=====

> What is the electronic energy in the fourth record?

-91301.2493 eV